# C16H23N3O3S2

C16H23N3O3S2 in the gas phase (the ωB97M-V functional and the def2-TZVPD basis, the Open Molecules 2025 dataset).

Structure (XYZ):
```
47
Properties=species:S:1:pos:R:3:forces:R:3:nbo_charge:R:1
C -3.863 -3.125 0.514 0.160 -0.114 0.133 -0.607
C -2.536 -3.286 1.246 0.013 0.205 -0.045 -0.394
C -1.518 -2.210 0.876 -0.053 -0.276 -0.073 -0.412
C -0.990 -2.363 -0.553 -0.336 -0.140 0.465 -0.211
N -0.129 -1.260 -0.889 0.129 0.292 -0.262 -0.387
C -0.530 -0.056 -1.390 0.306 0.323 -0.166 0.273
N 0.422 0.834 -1.466 -0.279 0.228 -0.236 -0.514
C 1.531 0.215 -0.957 0.020 -0.753 0.296 0.092
C 2.824 0.690 -0.773 -0.218 0.025 -0.020 -0.177
C 3.729 -0.186 -0.219 0.523 0.273 0.223 -0.354
C 3.411 -1.487 0.152 -0.010 -0.213 0.114 -0.200
C 2.131 -1.976 -0.023 -0.033 -0.051 -0.014 -0.247
C 1.198 -1.113 -0.579 0.576 0.490 -0.073 0.183
H 1.870 -2.982 0.267 0.013 -0.118 0.060 0.219
H 4.188 -2.090 0.592 0.017 -0.171 0.077 0.241
S 5.405 0.358 0.003 0.495 -0.099 -0.593 2.303
O 5.447 1.791 0.083 -0.304 -0.079 -0.260 -0.941
O 6.042 -0.417 1.028 -0.214 -0.260 -0.182 -0.942
N 6.087 -0.103 -1.472 -0.363 0.163 0.664 -1.075
H 6.344 0.697 -2.026 -0.009 0.243 -0.052 0.400
H 6.871 -0.721 -1.336 0.138 -0.151 0.161 0.401
H 3.119 1.692 -1.031 -0.047 0.191 -0.067 0.246
S -2.168 0.213 -1.909 -0.405 0.046 -0.263 0.252
C -2.239 1.992 -1.543 0.090 -0.460 0.367 -0.540
H -3.023 2.421 -2.164 0.015 0.024 -0.048 0.233
H -1.264 2.392 -1.814 -0.087 0.143 -0.056 0.257
C -2.543 2.199 -0.055 -0.353 0.156 -0.272 0.083
H -3.548 1.810 0.154 0.117 0.084 -0.044 0.188
O -1.654 1.458 0.760 -0.152 -0.133 0.086 -0.537
C -0.634 2.331 1.204 0.274 0.321 0.139 -0.076
C -1.346 3.658 1.462 0.052 -0.236 0.018 -0.425
H -0.667 4.505 1.426 0.020 0.072 0.045 0.218
H -1.834 3.633 2.436 0.030 0.029 0.021 0.205
C -2.391 3.684 0.341 0.004 -0.141 0.058 -0.433
H -3.337 4.109 0.669 -0.011 0.057 -0.041 0.220
H -2.031 4.261 -0.511 -0.027 0.060 -0.026 0.207
H -0.188 1.886 2.094 0.031 0.041 -0.040 0.196
H 0.136 2.439 0.429 -0.051 -0.016 0.084 0.180
H -1.818 -2.367 -1.266 0.129 -0.134 0.023 0.218
H -0.426 -3.293 -0.660 -0.083 0.039 -0.087 0.208
H -0.671 -2.255 1.565 0.040 0.079 -0.011 0.207
H -1.972 -1.221 0.975 0.054 0.058 0.000 0.226
H -2.719 -3.230 2.321 0.047 -0.092 0.010 0.208
H -2.117 -4.273 1.034 0.020 -0.085 0.096 0.192
H -4.585 -3.851 0.880 -0.122 -0.043 -0.043 0.212
H -4.265 -2.128 0.677 -0.089 0.120 -0.015 0.206
H -3.747 -3.276 -0.556 -0.070 0.000 -0.150 0.198
```
Positions in Å, forces in eV/Å.

Properties
Highest occupied orbital energy, eV: -8.24
Lowest unoccupied orbital energy, eV: 0.60
Energy above the lowest of the compared OMol25 structures with the same formula, charge and spin, eV: 0.664
Kohn-Sham gap, hartree: 0.3247
Multiplicity: 1

=====

# C16H23N4Sr

A molecular structure, C16H23N4Sr at a distorted geometry (the ωB97M-V functional and the def2-TZVPD basis, the Open Molecules 2025 dataset).

Structure (XYZ):
```
44
Properties=species:S:1:pos:R:3:forces:R:3:nbo_charge:R:1
Sr -0.197 0.102 -0.292 -0.869 0.038 1.219 1.808
C 2.816 0.214 1.349 0.027 -0.150 -0.040 -0.233
C 2.332 1.657 1.313 -0.038 -0.014 -0.278 -0.237
N 1.598 1.992 0.063 0.358 -0.255 -0.157 -0.695
C 2.443 2.085 -1.145 0.081 -0.337 -0.068 -0.274
C 2.648 0.774 -1.930 -0.214 0.029 0.139 0.224
C 3.665 0.669 -2.864 0.115 -0.028 0.014 -0.249
C 3.815 -0.529 -3.546 0.044 -0.009 -0.045 -0.118
C 2.979 -1.600 -3.269 0.112 -0.051 0.010 -0.250
C 1.981 -1.433 -2.325 -0.185 0.099 0.125 0.232
C 1.024 -2.591 -1.987 0.266 0.240 0.039 -0.275
N 0.270 -2.457 -0.725 0.416 0.072 -0.095 -0.694
C 0.965 -2.986 0.478 0.010 0.109 -0.247 -0.236
C 2.127 -2.114 0.934 0.119 0.103 -0.017 -0.233
N 1.710 -0.748 1.269 0.155 -0.025 -0.145 -0.715
N 1.815 -0.252 -1.711 0.167 -0.059 -0.132 -0.594
H 3.482 0.029 0.503 -0.013 -0.016 -0.018 0.196
H 3.423 0.069 2.249 0.001 0.047 0.028 0.206
H 1.654 1.836 2.148 -0.040 0.036 -0.026 0.227
H 3.200 2.315 1.427 0.008 0.001 0.065 0.198
H 1.151 2.890 0.206 0.018 0.018 -0.002 0.395
H 1.983 2.809 -1.821 -0.015 -0.010 -0.026 0.232
H 3.439 2.475 -0.910 -0.002 0.033 0.034 0.209
H 4.340 1.495 -3.049 -0.023 0.011 0.022 0.237
H 4.602 -0.635 -4.281 -0.020 0.003 0.012 0.239
H 3.117 -2.549 -3.771 -0.026 0.002 0.020 0.237
H 0.301 -2.675 -2.801 -0.004 0.027 -0.019 0.231
H 1.616 -3.512 -2.008 -0.021 -0.035 0.024 0.208
H -0.600 -2.966 -0.822 0.008 -0.028 -0.004 0.395
H 0.226 -3.056 1.276 -0.046 0.000 -0.028 0.226
H 1.350 -3.991 0.277 -0.005 -0.030 0.063 0.197
H 2.627 -2.610 1.773 -0.021 -0.042 0.010 0.205
H 2.871 -2.049 0.136 -0.003 0.025 -0.011 0.195
H 1.184 -0.745 2.139 -0.012 -0.009 0.005 0.405
C -2.366 0.886 1.095 -0.442 0.219 0.214 -0.459
C -1.441 1.343 2.061 -0.040 -0.039 -0.131 -0.388
C -0.992 0.222 2.797 0.137 0.285 -0.319 -0.364
C -1.609 -0.922 2.268 -0.173 -0.126 -0.474 -0.364
C -2.465 -0.515 1.214 -0.066 -0.085 0.147 -0.424
H -3.021 1.504 0.494 0.097 0.049 -0.055 0.228
H -1.217 2.382 2.259 0.034 -0.019 0.081 0.218
H -0.344 0.256 3.663 0.036 -0.015 -0.030 0.216
H -1.529 -1.931 2.649 0.041 0.020 0.030 0.215
H -3.170 -1.131 0.672 0.030 -0.088 0.063 0.223
```
Positions in Å, forces in eV/Å.

Properties
Highest occupied orbital energy, eV: -10.32
Lowest unoccupied orbital energy, eV: -2.97
Charge: +1
Energy above the lowest of the compared OMol25 structures with the same formula, charge and spin, eV: 0.223
Kohn-Sham gap, hartree: 0.2699
Multiplicity: 1